# 1
The following is a DFT calculation (ωB97M-V/def2-TZVPD) of C18H20F3N2OReS as an isolated structure at a distorted geometry.

The geometry in ORCA input format:
```
! wB97M-V def2-TZVPD RIJCOSX def2/J DEFGRID3
* xyz 3 2
Re -0.056 -1.659 -0.414
N 1.716 -2.154 -1.461
C 2.905 -2.089 -0.541
C 2.514 -2.763 0.760
N 1.241 -2.130 1.254
H 1.675 -3.096 -1.866
H 1.875 -1.540 -2.261
H 3.138 -1.033 -0.395
H 3.768 -2.573 -1.001
H 3.305 -2.682 1.505
H 2.309 -3.824 0.602
H 1.447 -1.254 1.737
H 0.819 -2.726 1.967
F 2.097 7.424 0.297
C 1.104 7.013 -0.478
F -0.034 7.560 -0.057
F 1.331 7.409 -1.728
C 0.966 5.492 -0.448
C 0.001 4.913 -1.272
C -0.180 3.550 -1.249
C 0.634 2.754 -0.398
C 1.621 3.359 0.411
C 1.777 4.727 0.385
C 0.445 1.395 -0.369
C 0.272 0.146 -0.345
H -0.594 5.545 -1.918
H -0.919 3.071 -1.876
H 2.242 2.743 1.046
H 2.522 5.215 0.997
C -3.724 -2.740 -2.252
S -2.726 -1.562 -1.358
O -1.264 -1.889 -1.947
C -2.300 -2.117 0.319
C -2.003 -3.468 0.619
C -1.624 -3.802 1.910
C -1.532 -2.812 2.895
C -1.794 -1.484 2.595
C -2.185 -1.121 1.301
H -3.478 -3.771 -2.016
H -3.524 -2.512 -3.301
H -4.768 -2.518 -2.027
H -2.117 -4.240 -0.132
H -1.437 -4.837 2.165
H -1.274 -3.093 3.909
H -1.740 -0.729 3.367
H -2.451 -0.098 1.070
*
```

Results
Molecular weight ... 555.6 u
HOMO (spin up / spin down) ... -18.186 / -18.332 eV
Orbital gap (spin up / spin down) ... 5.8 / 6.5 eV
E_tot ... -1657.59711 Eh
E_LUMO (spin up / spin down) ... -12.415 / -11.819 eV

=====

# 2
The following is a DFT calculation (ωB97M-V/def2-TZVPD) of C18H20F3N2OReS as an isolated structure at a distorted geometry.

The geometry in ORCA input format:
```
! wB97M-V def2-TZVPD RIJCOSX def2/J DEFGRID3
* xyz 3 4
Re 0.121 -1.221 -0.216
N -0.726 -2.669 -1.492
C 0.141 -2.901 -2.715
C 1.580 -2.582 -2.359
N 1.600 -1.202 -1.753
H -0.886 -3.558 -1.011
H -1.650 -2.371 -1.812
H -0.222 -2.240 -3.501
H 0.029 -3.929 -3.054
H 2.227 -2.622 -3.235
H 1.973 -3.276 -1.613
H 1.400 -0.506 -2.474
H 2.544 -0.988 -1.424
F -3.169 7.065 -3.220
C -3.814 6.347 -2.310
F -3.884 7.042 -1.175
F -5.050 6.105 -2.740
C -3.104 5.026 -2.035
C -3.688 4.156 -1.104
C -3.074 2.968 -0.813
C -1.851 2.634 -1.466
C -1.280 3.527 -2.412
C -1.909 4.714 -2.690
C -1.231 1.438 -1.160
C -0.668 0.353 -0.883
H -4.616 4.434 -0.622
H -3.500 2.281 -0.096
H -0.351 3.269 -2.902
H -1.491 5.411 -3.403
C -0.459 -1.026 3.862
S 0.483 -1.222 2.352
O -0.424 -2.187 1.497
C 1.965 -2.036 2.770
C 1.969 -3.332 3.288
C 3.181 -3.872 3.670
C 4.350 -3.120 3.559
C 4.330 -1.827 3.049
C 3.128 -1.271 2.641
H -0.615 -2.024 4.273
H -1.399 -0.536 3.618
H 0.146 -0.416 4.532
H 1.052 -3.900 3.389
H 3.222 -4.876 4.069
H 5.289 -3.550 3.882
H 5.243 -1.253 2.979
H 3.089 -0.256 2.264
*
```

Results
Molecular weight ... 555.6 u
HOMO (spin up / spin down) ... -17.654 / -18.263 eV
Orbital gap (spin up / spin down) ... 6.8 / 6.2 eV
E_tot ... -1657.57755 Eh
E_LUMO (spin up / spin down) ... -10.872 / -12.022 eV

=====

# 3
The following is a DFT calculation (ωB97M-V/def2-TZVPD) of C18H20FNO3 as an isolated structure at a distorted geometry.

The geometry in ORCA input format:
```
! wB97M-V def2-TZVPD RIJCOSX def2/J DEFGRID3
* xyz 0 1
C -2.863 -3.037 -0.907
C -3.242 -1.660 -0.808
N -4.069 -0.986 -1.656
O -4.394 0.156 -1.211
C -3.715 0.219 -0.217
C -3.104 -0.833 0.296
C -2.183 -1.088 1.534
H -1.828 -1.994 1.298
H -2.569 -0.608 2.226
O -0.879 -0.204 1.176
C -0.040 -0.445 0.386
O -0.139 -1.645 -0.229
C 1.127 0.193 -0.058
C 2.477 -0.213 0.068
C 3.457 0.115 -0.946
C 4.636 -0.510 -0.637
C 5.024 -1.667 0.169
C 3.947 -1.971 1.056
C 2.843 -1.211 0.874
H 1.943 -1.603 1.740
H 4.131 -2.716 1.589
H 5.849 -1.862 0.281
F 5.669 0.073 -1.541
H 3.256 0.986 -1.345
C 1.142 1.738 0.801
C 0.473 2.721 0.338
H 0.681 3.493 0.730
C 0.797 2.667 -1.150
H 0.022 3.008 -1.685
H 1.817 2.805 -1.216
C 0.669 1.104 -1.351
H 1.215 0.586 -2.258
H -0.353 0.764 -1.474
H -0.707 2.437 0.458
H 0.684 1.241 2.012
H 2.227 2.061 1.235
C -3.794 1.726 0.428
H -3.072 1.806 1.648
H -3.681 2.556 -0.112
H -4.925 1.989 1.132
H -3.192 -3.498 -1.782
H -1.963 -2.975 -0.736
H -3.376 -3.717 -0.157
*
```

Results
Molecular weight ... 317.4 u
HOMO ... -8.627 eV
Orbital gap ... 9.0 eV
E_tot ... -1077.52327 Eh
E_LUMO ... 0.391 eV

=====

# 4
The following is a DFT calculation (ωB97M-V/def2-TZVPD) of C18H20GeN3O4V as an isolated structure at a distorted geometry.

The geometry in ORCA input format:
```
! wB97M-V def2-TZVPD RIJCOSX def2/J DEFGRID3
* xyz 2 1
V -0.055 -0.271 0.544
O -4.431 -3.012 -0.995
C -3.851 -2.535 -2.095
C -4.312 -3.020 -3.316
C -3.792 -2.542 -4.493
C -2.782 -1.563 -4.509
C -2.283 -1.108 -3.325
C -2.794 -1.588 -2.093
C -2.210 -1.138 -0.879
O -0.987 -0.496 -0.909
N -2.696 -1.368 0.301
N -1.867 -0.816 1.269
C -2.265 -0.810 2.497
C -1.512 -0.214 3.579
C -2.002 -0.238 4.882
C -1.303 0.395 5.897
C -0.118 1.062 5.616
C 0.400 1.085 4.325
C -0.296 0.435 3.340
O 0.185 0.358 2.049
H -4.068 -2.583 -0.199
H -5.094 -3.768 -3.301
H -4.172 -2.927 -5.430
H -2.406 -1.182 -5.447
H -1.500 -0.361 -3.311
H -3.237 -1.246 2.714
H -2.930 -0.755 5.095
H -1.688 0.377 6.907
H 0.412 1.577 6.407
H 1.325 1.595 4.092
O 1.944 1.529 -0.985
N 1.518 0.477 -0.405
C 3.963 3.466 -0.113
Ge 3.879 1.978 -1.320
C 4.772 0.376 -0.733
C 3.766 2.299 -3.204
C 1.741 -0.688 -0.066
H 4.924 3.966 -0.246
H 3.891 3.118 0.916
H 3.167 4.178 -0.325
H 5.844 0.566 -0.828
H 4.533 -0.479 -1.363
H 4.569 0.161 0.316
H 4.653 2.860 -3.503
H 2.884 2.897 -3.429
H 3.737 1.362 -3.755
H 2.544 -1.409 -0.165
*
```

Results
Molecular weight ... 465.9 u
HOMO ... -13.741 eV
Orbital gap ... 4.7 eV
E_tot ... -4183.39859 Eh
E_LUMO ... -9.050 eV

=====

# 5
The following is a DFT calculation (ωB97M-V/def2-TZVPD) of C18H20IrNO6STe as an isolated structure.

The geometry in ORCA input format:
```
! wB97M-V def2-TZVPD RIJCOSX def2/J DEFGRID3
* xyz 0 1
Ir -0.310 -0.006 0.670
O -0.238 -2.071 1.721
C -1.585 -2.288 2.187
C -2.109 -0.957 2.657
N -2.109 0.078 1.584
C -3.109 -0.237 0.531
C -2.550 -1.236 -0.506
O -3.318 -1.953 -1.107
O -1.250 -1.229 -0.674
C -2.208 1.415 2.244
C -0.813 2.061 2.398
O -0.759 3.236 2.661
O 0.198 1.227 2.275
H -0.134 -2.558 0.890
H -1.560 -2.981 3.030
H -2.194 -2.725 1.397
H -1.450 -0.588 3.445
H -3.121 -1.057 3.058
H -3.333 0.681 -0.004
H -4.032 -0.629 0.962
H -2.617 1.291 3.250
H -2.868 2.072 1.685
C 2.829 1.470 0.591
C 2.670 0.147 -0.080
O 1.576 -0.422 -0.157
C 3.827 -0.522 -0.717
C 5.051 0.130 -0.854
C 6.113 -0.507 -1.474
C 5.960 -1.801 -1.951
C 4.742 -2.457 -1.818
C 3.678 -1.819 -1.209
H 2.002 1.656 1.275
H 2.838 2.245 -0.182
H 3.773 1.526 1.130
H 5.176 1.140 -0.488
H 7.059 0.005 -1.585
H 6.792 -2.300 -2.431
H 4.624 -3.464 -2.194
H 2.720 -2.310 -1.113
Te -0.342 2.068 -0.910
C -2.241 1.991 -1.773
C -2.731 1.106 -2.691
C -4.107 1.314 -2.984
C -4.633 2.369 -2.299
S -3.456 3.118 -1.308
H -2.134 0.310 -3.112
H -4.676 0.704 -3.670
H -5.639 2.754 -2.352
*
```

Results
Molecular weight ... 698.2 u
HOMO ... -7.380 eV
Orbital gap ... 6.7 eV
E_tot ... -1974.67570 Eh
E_LUMO ... -0.643 eV

=====

# 6
The following is a DFT calculation (ωB97M-V/def2-TZVPD) of C18H20N2O as an isolated structure at a distorted geometry.

The geometry in ORCA input format:
```
! wB97M-V def2-TZVPD RIJCOSX def2/J DEFGRID3
* xyz 0 1
C 2.027 -2.825 0.876
C 2.450 -1.768 1.710
C 1.200 -1.262 2.577
C 0.169 -0.833 1.813
N -0.811 -1.589 1.746
C -1.741 -0.733 1.193
C -3.025 -0.879 0.956
C -3.851 -0.188 0.061
C -3.204 0.985 -0.336
C -1.854 1.370 -0.104
C -1.354 0.346 0.815
N 0.049 0.165 1.225
C 1.306 1.191 0.710
H 0.637 2.276 0.856
H 1.911 1.082 1.592
C 1.889 1.025 -0.397
C 0.993 1.139 -1.708
C 0.208 -0.003 -2.016
C -0.939 0.008 -3.146
C -1.057 1.342 -3.582
C -0.284 2.275 -3.288
C 0.593 2.331 -2.062
H 1.085 3.162 -1.877
H -0.496 3.444 -3.601
H -1.918 1.100 -4.517
H -1.410 -0.810 -3.444
H 0.480 -0.987 -1.673
H 2.482 1.610 -0.616
H 2.317 0.004 -0.372
H -1.379 2.341 -0.402
H -3.869 1.755 -0.911
H -4.842 -0.342 -0.207
H -3.717 -1.880 1.206
H 1.102 -2.109 3.281
O 1.940 -0.235 3.486
H 0.993 0.035 4.182
H 2.952 -1.150 1.194
H 3.239 -2.004 2.661
H 1.269 -2.540 0.222
H 2.824 -3.294 0.489
H 1.635 -3.556 1.408
*
```

Results
Molecular weight ... 280.4 u
HOMO ... -8.203 eV
Orbital gap ... 8.5 eV
E_tot ... -882.05416 Eh
E_LUMO ... 0.319 eV

=====

# 7
The following is a DFT calculation (ωB97M-V/def2-TZVPD) of the molecule C18H20N2O2S.

The geometry in ORCA input format:
```
! wB97M-V def2-TZVPD RIJCOSX def2/J DEFGRID3
* xyz 0 1
O 1.118 1.794 0.961
S 1.285 0.910 -0.162
O 1.202 1.475 -1.484
N 0.295 -0.413 -0.046
C -0.986 -0.250 0.005
N -1.794 -1.313 0.064
C -1.237 -2.651 0.029
H -1.068 -3.012 1.051
C -2.183 -3.587 -0.711
C -3.520 -3.705 0.033
C -3.834 -2.409 0.789
C -3.239 -1.204 0.068
H -3.528 -0.277 0.568
H -3.620 -1.163 -0.962
H -4.912 -2.277 0.885
H -3.415 -2.449 1.795
H -3.483 -4.534 0.742
H -4.313 -3.923 -0.683
H -2.346 -3.194 -1.715
H -1.718 -4.568 -0.813
H -0.266 -2.582 -0.467
C -1.591 1.103 0.001
C -1.889 1.737 1.202
C -2.365 3.035 1.198
C -2.545 3.704 -0.001
C -2.247 3.075 -1.197
C -1.769 1.776 -1.200
H -1.513 1.289 -2.128
H -2.376 3.599 -2.132
H -2.908 4.722 -0.001
H -2.586 3.528 2.133
H -1.726 1.217 2.135
C 2.845 0.050 0.001
C 3.389 -0.571 -1.106
C 4.575 -1.274 -0.974
C 5.200 -1.347 0.262
C 4.645 -0.719 1.366
C 3.458 -0.017 1.236
H 2.998 0.492 2.068
H 5.139 -0.776 2.325
H 6.126 -1.893 0.363
H 5.014 -1.762 -1.831
H 2.879 -0.481 -2.052
*
```

Results
Molecular weight ... 328.4 u
HOMO ... -8.912 eV
SMILES string ... O=S(=O)(/N=C(\c1ccccc1)N1CCCCC1)c1ccccc1
Orbital gap ... 9.6 eV
E_tot ... -1356.07952 Eh
E_LUMO ... 0.709 eV

=====

# 8
The following is a DFT calculation (ωB97M-V/def2-TZVPD) of C18H20N2O4PdS as an isolated structure at a distorted geometry.

The geometry in ORCA input format:
```
! wB97M-V def2-TZVPD RIJCOSX def2/J DEFGRID3
* xyz 0 1
Pd -1.717 -0.853 0.106
N -3.954 -1.901 0.343
C -4.401 -1.266 1.588
C -3.262 -1.318 2.593
O -3.444 -1.725 3.727
N -2.094 -0.828 2.112
C -0.921 -0.874 2.920
C 0.115 -1.943 2.299
O 0.897 -2.450 3.080
O 0.000 -2.060 1.037
H -4.672 -1.833 -0.366
H -3.770 -2.882 0.518
H -5.269 -1.751 2.035
H -4.639 -0.223 1.377
H -1.123 -1.158 3.945
H -0.356 0.061 2.870
O -1.557 1.615 0.346
S -0.301 2.284 -0.113
C 1.051 1.303 0.661
C 2.446 1.675 0.260
C 2.891 2.987 0.425
C 4.177 3.347 0.054
C 5.035 2.400 -0.487
C 4.615 1.084 -0.609
C 3.333 0.720 -0.226
C -0.193 1.854 -1.933
C -0.345 0.391 -2.150
C 0.760 -0.398 -2.414
C 0.655 -1.787 -2.469
C -0.562 -2.399 -2.268
C -1.714 -1.623 -2.068
C -1.616 -0.219 -2.017
H 0.820 0.249 0.498
H 0.891 1.546 1.713
H 2.223 3.719 0.864
H 4.513 4.366 0.193
H 6.032 2.684 -0.795
H 5.291 0.333 -0.999
H 3.028 -0.318 -0.268
H 0.754 2.256 -2.291
H -1.029 2.417 -2.349
H 1.712 0.086 -2.578
H 1.536 -2.384 -2.660
H -0.639 -3.477 -2.310
H -2.685 -2.096 -2.130
H -2.512 0.390 -2.063
*
```

Results
Molecular weight ... 466.9 u
HOMO (spin up / spin down) ... -7.722 / -7.722 eV
Orbital gap (spin up / spin down) ... 6.2 / 6.2 eV
E_tot ... -1634.39635 Eh
E_LUMO (spin up / spin down) ... -1.567 / -1.567 eV